Molecular formula: C4H7ClS2
Method: DFT, ωB97M-V with the def2-TZVPD basis set

The geometry in XYZ format:
```
14
Properties=species:S:1:pos:R:3:forces:R:3
C -1.716 1.982 -1.624 3.1 -1.7 -2.2
C -1.887 1.185 -0.418 -2.4 -2.6 2.5
S -0.606 0.966 0.948 0.8 -0.9 -0.9
C 0.360 -0.560 0.866 4.1 3.4 1.6
S 1.996 -0.268 1.675 -4.5 -1.5 -2.0
C -0.087 -1.650 -0.029 4.7 -2.2 0.4
Cl 0.464 -1.208 -1.684 -0.4 -0.2 0.2
H -2.409 1.923 -2.510 0.4 -0.5 1.3
H -0.681 1.549 -1.886 -1.4 0.5 -0.9
H -1.417 2.948 -1.504 0.2 3.1 0.7
H -2.665 1.392 0.326 -0.4 0.9 -0.6
H -2.263 0.227 -0.794 0.5 -0.4 0.4
H 0.365 -2.723 0.194 -0.8 2.5 -0.2
H -1.082 -1.694 0.065 -3.9 -0.3 -0.4
```
Positions in Å, forces in eV/Å.

## Properties
Gap between HOMO and LUMO = 7.317 eV
Spin multiplicity = 1
SMILES = CCSC(=S)CCl
Electronic energy = -1413.067727 a.u.
Relative energy (zero: lowest compared OMol25 entry of this formula, charge and spin) = 2.704 eV
LUMO = -1.24 eV

Molecular formula: C38H83IN4O10
Method: DFT, ωB97M-V with the def2-TZVPD basis set

The geometry in XYZ format:
```
136
Properties=species:S:1:pos:R:3:forces:R:3
C -1.926 0.183 4.229 1.4 -1.9 -0.8
C -1.951 0.084 2.587 1.2 1.6 -1.0
C -2.972 -1.005 1.906 0.1 0.7 0.5
C -1.000 0.972 1.805 -1.0 -2.2 1.3
C 0.591 0.459 1.833 -0.8 0.4 0.4
C 1.358 0.776 0.419 -0.9 1.0 -0.2
C 2.937 1.191 0.560 0.2 1.1 -0.4
C 3.688 1.077 -0.922 0.0 -0.9 0.7
C 3.751 0.453 1.774 -0.6 0.1 0.7
C 3.576 -1.173 1.854 0.9 0.0 0.0
C 3.999 -1.993 0.499 -0.6 -1.1 0.2
C 2.783 -2.357 -0.590 -1.1 0.6 2.2
C 2.696 -4.011 -0.694 1.8 2.9 1.0
I 0.643 -4.308 -1.390 1.3 -0.5 0.3
C 3.097 -4.326 0.867 -1.0 -2.4 2.4
O 2.611 -5.204 1.752 3.7 6.2 -6.0
O 4.236 -3.366 1.055 -2.4 -2.1 0.3
H -1.274 -0.717 4.652 -1.4 1.7 -0.5
H -3.019 0.004 4.605 2.0 0.6 -0.7
H -1.431 1.177 4.597 -1.3 -1.9 -0.8
H -3.996 -0.475 1.701 1.6 -1.5 0.3
H -3.058 -1.909 2.680 -0.2 2.2 -1.5
H -2.537 -1.502 0.913 -0.9 1.5 2.2
H -1.365 1.906 1.200 0.7 -2.7 0.0
H 0.513 -0.730 1.907 0.3 2.8 0.3
H 1.139 0.944 2.747 -0.7 -1.1 -1.7
H 0.807 1.725 -0.050 1.3 -2.0 0.9
H 1.157 -0.102 -0.361 0.6 1.8 1.8
H 2.950 2.357 0.812 -0.1 -2.5 -0.3
H 2.978 0.486 -1.670 1.6 1.5 1.5
H 3.970 2.129 -1.369 -0.6 -2.4 1.0
H 4.649 0.425 -0.774 -1.7 1.4 -0.5
H 3.318 0.883 2.800 1.0 -1.0 -2.2
H 4.906 0.748 1.788 -2.5 -0.7 -0.3
H 4.320 -1.545 2.710 -1.6 0.7 -2.0
H 2.514 -1.549 2.173 1.9 1.0 -0.7
H 5.018 -1.606 0.047 -2.1 -1.0 0.9
H 2.736 -1.746 -1.587 0.2 -1.4 2.0
H 1.826 -2.129 0.087 1.8 -0.1 -1.8
H 3.608 -4.251 -1.388 -2.1 -0.5 1.2
C 3.300 5.901 -6.171 -0.3 0.2 0.2
O 1.907 5.711 -5.955 0.3 -0.2 -0.5
C 1.301 4.810 -6.888 -0.5 -0.2 0.4
C 0.937 3.480 -6.211 0.6 0.2 -0.2
N 2.135 2.699 -5.879 -0.2 0.1 0.1
C 1.888 1.579 -4.965 0.1 0.3 0.1
C 1.302 1.899 -3.574 0.3 -0.4 0.0
O 2.197 2.599 -2.707 -0.8 0.3 -0.6
C 2.259 4.001 -2.929 0.1 -0.2 0.3
H 3.624 6.751 -5.564 -0.2 -0.1 -0.1
H 3.867 5.026 -5.851 0.2 -0.1 -0.1
H 3.514 6.123 -7.221 0.0 -0.1 0.0
H 1.923 4.655 -7.778 0.1 0.0 0.2
H 0.374 5.289 -7.220 0.0 0.0 0.0
H 0.301 2.891 -6.883 0.1 0.0 0.0
H 0.357 3.718 -5.315 -0.2 0.1 0.0
H 2.819 3.313 -5.446 -0.2 -0.1 -0.1
H 2.855 1.084 -4.816 -0.1 0.0 0.1
H 1.239 0.852 -5.468 -0.1 0.1 0.1
H 1.107 0.940 -3.080 0.1 0.1 0.0
H 0.334 2.407 -3.626 0.1 0.2 -0.1
H 1.297 4.418 -3.239 0.1 0.0 -0.1
H 3.034 4.226 -3.659 -0.1 0.3 -0.2
H 2.555 4.482 -1.992 -0.1 -0.1 0.0
C -8.126 -3.173 -1.660 -0.3 -0.1 0.3
O -8.383 -4.323 -0.864 0.3 0.1 -0.5
C -7.552 -5.442 -1.191 0.0 -0.3 0.6
C -6.515 -5.697 -0.086 0.0 0.5 -0.4
N -5.490 -4.647 -0.056 -0.2 -0.1 0.2
C -4.657 -4.654 1.151 -0.2 0.2 0.0
C -5.360 -4.473 2.513 0.5 0.2 0.0
O -5.908 -3.170 2.722 -0.1 -0.5 -0.1
C -7.174 -2.957 2.116 0.2 0.3 0.3
H -8.936 -2.457 -1.492 0.1 -0.2 0.0
H -7.191 -2.695 -1.364 0.1 0.1 -0.2
H -8.099 -3.421 -2.725 0.1 0.0 0.0
H -7.078 -5.333 -2.174 0.0 0.2 0.2
H -8.214 -6.312 -1.244 0.1 0.0 0.0
H -6.030 -6.666 -0.258 0.0 0.1 0.0
H -7.056 -5.751 0.863 -0.2 -0.2 0.0
H -5.945 -3.741 -0.120 0.1 -0.2 0.0
H -3.937 -3.836 1.034 0.0 -0.1 0.1
H -4.074 -5.583 1.169 -0.1 0.0 0.1
H -4.594 -4.597 3.287 -0.1 0.1 -0.1
H -6.108 -5.247 2.712 -0.1 0.1 -0.1
H -7.793 -3.859 2.112 0.1 0.0 -0.1
H -7.042 -2.573 1.106 -0.2 -0.1 -0.2
H -7.700 -2.185 2.685 0.1 -0.1 0.0
C -5.900 4.309 5.840 -0.3 -0.1 0.3
O -6.157 3.158 6.635 0.3 0.1 -0.5
C -5.325 2.039 6.309 0.0 -0.3 0.6
C -4.289 1.784 7.414 0.0 0.5 -0.4
N -3.264 2.834 7.443 -0.2 -0.1 0.2
C -2.431 2.827 8.650 -0.2 0.2 0.0
C -3.134 3.008 10.012 0.5 0.2 0.0
O -3.681 4.311 10.222 -0.1 -0.5 -0.1
C -4.948 4.524 9.615 0.2 0.3 0.3
H -6.710 5.025 6.008 0.1 -0.2 0.0
H -4.964 4.786 6.136 0.1 0.1 -0.2
H -5.873 4.060 4.775 0.1 0.0 0.0
H -4.852 2.148 5.326 0.0 0.2 0.1
H -5.988 1.170 6.255 0.1 0.0 0.0
H -3.804 0.816 7.241 0.0 0.1 0.0
H -4.830 1.730 8.362 -0.2 -0.2 0.0
H -3.719 3.740 7.380 0.1 -0.2 0.0
H -1.711 3.646 8.533 0.0 -0.1 0.1
H -1.848 1.898 8.669 -0.1 0.0 0.1
H -2.368 2.884 10.787 -0.1 0.1 -0.1
H -3.882 2.234 10.212 -0.1 0.1 -0.1
H -5.567 3.622 9.612 0.1 0.0 -0.1
H -4.816 4.909 8.606 -0.2 -0.1 -0.2
H -5.474 5.296 10.185 0.1 -0.1 0.0
C 8.552 -0.515 -7.015 -0.3 0.2 -0.1
O 7.251 -1.049 -7.225 0.5 -0.3 0.1
C 7.177 -2.467 -7.038 -0.6 0.0 0.2
C 6.415 -2.812 -5.750 0.6 0.3 -0.1
N 7.190 -2.460 -4.555 -0.3 0.1 -0.1
C 6.415 -2.472 -3.310 0.1 0.3 -0.2
C 5.199 -1.526 -3.210 0.3 0.0 0.4
O 5.537 -0.139 -3.157 -0.2 -0.5 -0.3
C 5.807 0.452 -4.420 0.0 0.2 0.4
H 8.560 0.514 -7.384 -0.1 -0.2 0.0
H 8.797 -0.491 -5.952 0.2 -0.1 0.1
H 9.311 -1.084 -7.561 0.0 0.0 0.1
H 8.166 -2.940 -7.063 0.0 0.2 0.2
H 6.608 -2.859 -7.887 0.0 0.0 0.1
H 6.198 -3.887 -5.732 0.0 0.1 0.0
H 5.464 -2.273 -5.779 -0.1 -0.1 -0.2
H 7.578 -1.529 -4.675 -0.1 -0.2 0.0
H 7.114 -2.206 -2.508 -0.2 0.0 0.0
H 6.087 -3.499 -3.111 -0.1 0.1 -0.1
H 4.703 -1.743 -2.256 0.2 0.1 -0.1
H 4.447 -1.715 -3.983 0.1 0.1 -0.2
H 5.193 0.028 -5.220 0.1 -0.1 0.0
H 6.866 0.359 -4.654 0.1 0.0 -0.3
H 5.588 1.521 -4.351 -0.1 -0.1 0.1
```
Positions in Å, forces in eV/Å.

## Properties
Gap between HOMO and LUMO = 6.726 eV
Spin multiplicity = 1
SMILES = CC(C)=CCC[C@H](C)CC[C@@H]1C[C@H](I)C(=O)O1.COCCNCCOC.COCCNCCOC.COCCNCCOC.COCCNCCOC
Electronic energy = -2766.166436 a.u.
LUMO = 0.00 eV

Molecular formula: C4H7NO
Method: DFT, ωB97M-V with the def2-TZVPD basis set

The geometry in XYZ format:
```
13
Properties=species:S:1:pos:R:3:forces:R:3
C 1.952 0.176 0.118 0.3 0.0 0.0
O 0.695 -0.211 0.625 0.1 -0.2 0.0
C -0.328 0.006 -0.244 0.3 -0.2 -0.3
C -1.519 -0.849 0.203 0.1 0.3 -0.1
C -0.525 1.668 -0.379 -1.6 -1.3 1.0
N -1.609 1.820 0.033 0.3 1.4 -0.4
H 1.903 1.200 -0.282 0.0 -0.2 0.1
H 2.266 -0.517 -0.672 0.0 0.2 0.1
H 2.649 0.126 0.953 0.0 0.1 -0.1
H -0.082 -0.174 -1.290 0.2 -0.4 0.0
H -1.222 -1.903 0.108 0.0 0.3 0.0
H -1.784 -0.667 1.248 0.1 0.1 -0.2
H -2.397 -0.673 -0.421 0.1 0.0 0.1
```
Positions in Å, forces in eV/Å.

## Properties
Gap between HOMO and LUMO = 10.969 eV
Spin multiplicity = 1
SMILES = CO[C@@H](C)C#N
Electronic energy = -286.509391 a.u.
Relative energy (zero: lowest compared OMol25 entry of this formula, charge and spin) = 3.327 eV
LUMO = 0.21 eV

Molecular formula: C24H20N5O4RuS2
Method: DFT, ωB97M-V with the def2-TZVPD basis set

The geometry in XYZ format:
```
56
Properties=species:S:1:pos:R:3:forces:R:3
Ru -1.131 0.672 0.837 -0.3 0.4 0.0
C 0.404 2.127 4.647 0.0 0.0 0.0
C 0.019 1.996 3.207 0.0 0.0 0.0
N -0.382 0.839 2.700 -0.1 -0.1 -0.1
N -0.735 -0.254 3.539 0.1 -0.1 0.2
C -1.578 -1.088 2.641 0.0 0.1 -0.2
N -1.893 -2.315 3.337 0.0 0.0 0.0
S -2.969 -0.029 2.086 0.1 -0.1 0.1
C 0.043 3.060 2.283 0.0 0.0 0.0
C 0.584 4.349 2.535 0.0 0.1 0.0
C 0.534 5.311 1.568 0.0 0.0 0.1
C -0.055 5.014 0.315 0.0 0.0 0.0
C -0.544 3.744 0.117 0.0 0.0 0.0
N -0.504 2.777 1.042 0.1 -0.1 0.0
H -0.155 1.397 5.233 0.0 0.0 0.0
H 0.176 3.125 5.024 0.0 0.0 0.0
H 1.473 1.943 4.808 0.0 0.0 0.0
H 0.110 -0.794 3.737 0.0 0.0 -0.1
H -2.488 -2.059 4.121 0.0 0.0 0.0
H -2.471 -2.869 2.712 0.0 0.0 0.0
H 1.042 4.554 3.495 0.0 0.0 0.0
H 0.946 6.296 1.759 0.0 0.0 0.0
H -0.129 5.752 -0.471 0.0 0.0 0.0
H -1.018 3.468 -0.819 0.0 0.0 0.0
C -0.805 -1.071 1.306 0.1 0.0 0.3
C 0.342 -1.965 1.049 -0.1 0.0 -0.1
C 1.433 -1.501 0.308 0.1 0.0 0.0
C 2.510 -2.318 0.008 0.0 0.0 0.0
C 2.530 -3.633 0.449 0.0 0.0 0.0
C 1.465 -4.110 1.200 0.0 0.0 0.0
C 0.389 -3.288 1.502 0.0 -0.1 0.0
H 1.443 -0.473 -0.030 0.0 0.0 0.0
H 3.320 -1.927 -0.594 0.0 0.0 0.0
H 3.358 -4.284 0.195 0.0 0.0 0.0
H 1.460 -5.139 1.542 0.0 0.0 0.0
H -0.431 -3.679 2.084 0.0 0.0 0.0
O -3.039 2.250 -2.618 0.0 0.0 0.0
C -2.253 1.449 -2.108 0.0 0.0 0.0
O -2.226 1.164 -0.860 0.1 0.0 0.0
C -1.269 0.738 -3.017 0.0 -0.1 0.1
C -1.529 0.681 -4.377 0.0 0.0 -0.1
C -0.706 -0.036 -5.254 -0.1 0.1 0.0
C 0.382 -0.667 -4.707 0.0 -0.1 0.0
O 1.333 -1.434 -5.336 0.1 0.1 0.0
C 2.093 -2.018 -4.266 0.0 0.0 0.0
O 1.842 -1.249 -3.095 0.1 0.1 -0.1
C 0.671 -0.578 -3.359 0.0 0.0 0.1
C -0.138 0.103 -2.492 -0.1 0.0 0.0
H -2.414 1.187 -4.738 0.0 0.0 0.0
H -0.925 -0.110 -6.311 0.0 0.0 0.0
H 3.153 -1.943 -4.515 0.0 0.0 0.0
H 1.754 -3.042 -4.099 0.0 0.0 0.0
H 0.056 0.123 -1.431 0.0 -0.1 0.0
S -2.113 -2.791 -1.482 0.0 -0.1 0.0
C -0.907 -3.484 -2.384 0.1 -0.2 -0.1
N -0.058 -3.974 -3.024 -0.1 0.0 0.0
```
Positions in Å, forces in eV/Å.

## Properties
Charge = -2
Gap between HOMO and LUMO (spin up / spin down) = 5.139 / 6.027 eV
Spin multiplicity = 2
Electronic energy = -2392.565271 a.u.
Relative energy (zero: lowest compared OMol25 entry of this formula, charge and spin) = 0.877 eV
LUMO (spin up / spin down) = 4.62 / 4.59 eV
Expectation value of S² = 0.8107

Molecular formula: C4H3ClNS
Method: DFT, ωB97M-V with the def2-TZVPD basis set

The geometry in XYZ format:
```
10
Properties=species:S:1:pos:R:3:forces:R:3
C 0.027 -1.032 0.683 -1.1 5.5 -2.4
C -1.202 -0.341 0.368 -0.4 0.0 0.9
C 1.108 -0.261 0.190 0.6 -2.0 1.3
C -0.177 1.383 -0.815 0.8 -0.8 2.4
N -1.224 0.720 -0.473 -0.9 -0.7 -0.3
S 1.255 1.466 0.340 -0.8 -0.6 -0.3
Cl 2.591 -1.139 -0.256 0.4 -0.2 -0.1
H -0.134 -2.005 0.959 0.7 -2.5 0.5
H -2.205 -0.751 0.666 1.1 0.4 -0.3
H -0.038 1.959 -1.663 -0.3 1.0 -1.7
```
Positions in Å, forces in eV/Å.

## Properties
Charge = -1
Gap between HOMO and LUMO = 5.729 eV
Spin multiplicity = 1
Electronic energy = -1067.312672 a.u.
Relative energy (zero: lowest compared OMol25 entry of this formula, charge and spin) = 1.893 eV
LUMO = 3.63 eV